Record 1
DFT (the ωB97M-V functional and the def2-TZVPD basis) results for a 7-piece molecular cluster, C54H50Br2F5NO12P overall at a distorted geometry.

Results
E_LUMO   -0.125 Ha
Gap between HOMO and LUMO   8.18 eV
Total energy   -9033.56638 a.u.
Total charge   +1

XYZ file:
```
125
Properties=species:S:1:pos:R:3:forces:R:3:mulliken_charge:R:1
C 2.326961 -3.748389 -3.600823 0.26 0.69 -0.04 -1.181
C 2.686868 -2.277225 -3.083381 -1.05 -0.49 0.23 -0.371
C 1.725532 -1.909920 -1.877348 0.12 -2.04 -0.50 -0.652
N 2.394581 -1.216618 -0.734762 -2.17 1.68 0.02 0.278
P 1.360586 -0.089048 0.066700 1.77 -1.21 0.65 -0.505
C 2.422480 0.743301 1.354580 -0.11 0.43 -0.02 -1.045
C 3.690080 1.491345 0.786686 1.14 0.74 0.60 0.893
C 4.885349 0.554002 0.369397 0.25 0.79 -0.01 -1.376
C 4.233750 2.396584 1.987775 -0.77 -0.90 0.26 -1.462
C 0.510763 1.087336 -1.106350 0.21 0.28 -1.05 -0.479
Br -0.820273 2.251614 -0.182394 0.81 -0.85 -0.02 0.031
C 1.463490 2.075126 -1.901582 -2.05 1.17 -0.30 -0.224
C 0.535586 2.830269 -2.972294 1.25 0.15 0.13 -1.053
Br 2.890239 1.199281 -2.931118 -0.38 0.27 0.74 -0.025
C 0.135702 -1.175411 1.053146 -1.39 -0.56 2.03 1.354
F -0.893292 -0.398412 1.616672 1.24 -0.57 -1.14 -0.299
F -0.497447 -2.119227 0.257221 0.98 1.13 0.38 -0.286
C 0.830661 -1.872156 2.276518 0.76 -0.93 2.15 0.161
C 0.466916 -1.460625 3.651948 1.18 -1.32 0.32 -0.757
C 1.055297 -2.100242 4.839395 0.99 -0.61 -2.03 -0.753
C 2.076385 -3.160672 4.704738 -1.77 1.60 -2.13 -0.765
C 2.418229 -3.550555 3.338932 -0.88 0.56 0.98 0.286
C 3.491658 -4.670099 3.152907 0.13 1.86 -0.98 0.947
F 4.144752 -4.374232 1.950434 -0.61 -1.01 1.26 -0.289
F 2.968407 -5.920544 3.070486 1.04 1.40 0.34 -0.228
F 4.471660 -4.567830 4.120758 -1.62 -0.52 -1.17 -0.291
C 1.805593 -2.946462 2.154169 -0.25 0.44 1.48 -0.323
H 3.015392 -4.502495 -3.139878 -0.66 0.59 -0.53 0.285
H 1.267431 -4.034839 -3.360985 0.95 0.36 -0.16 0.354
H 2.415457 -3.747246 -4.716264 0.10 -0.32 1.00 0.347
H 3.743562 -2.210261 -2.724048 -0.82 0.02 -0.56 0.292
H 2.474479 -1.565892 -3.923349 0.60 -0.51 0.85 0.226
H 0.831050 -1.381455 -2.290029 0.81 -0.13 0.65 0.314
H 1.338604 -2.893797 -1.471313 0.22 1.06 -0.46 0.305
H 2.809314 -1.867734 -0.064669 0.01 0.33 -0.20 0.395
H 1.732579 1.436191 1.920872 0.65 -0.51 -0.66 0.560
H 2.801448 0.013151 2.130421 -0.67 0.34 -1.05 0.492
H 3.491945 2.191045 -0.063292 -0.23 -0.77 0.64 -0.079
H 5.732548 1.239531 0.067796 -0.87 -0.72 0.31 0.453
H 4.686450 -0.093736 -0.518164 0.02 0.36 0.97 0.188
H 5.257487 0.000389 1.273151 -0.44 0.16 -0.93 0.320
H 4.356231 1.713512 2.880892 0.07 0.73 -0.83 0.340
H 3.464979 3.157875 2.294983 0.90 -0.50 -0.44 0.388
H 5.228254 2.849532 1.757480 -0.98 -0.24 0.10 0.397
H -0.094896 0.534313 -1.879058 0.68 0.24 1.04 0.754
H 1.811095 2.883121 -1.206126 0.34 -1.10 -0.63 0.519
H 1.253384 3.210723 -3.751176 -1.01 -0.47 0.64 0.074
H 0.063082 3.743032 -2.521375 0.21 -1.07 -0.37 0.431
H -0.208818 2.120567 -3.411660 0.56 0.72 0.29 0.377
H -0.288126 -0.667173 3.868526 0.78 -0.81 -0.54 0.458
H 0.728663 -1.782812 5.857647 0.33 -0.30 -1.21 0.451
H 2.511137 -3.624730 5.621546 -0.29 0.37 -1.10 0.446
H 2.122164 -3.352057 1.167975 -0.42 0.35 0.85 0.396
C 4.131751 7.217431 -2.612360 -0.17 -0.06 -0.08 -0.387
C 3.202347 6.581260 -3.325140 -0.06 0.22 0.09 -0.336
C 3.455613 5.235676 -3.884246 -0.07 0.05 -0.11 0.335
O 2.610240 4.652763 -4.537088 0.12 -0.02 0.03 -0.565
C 4.775966 4.621294 -3.622604 0.17 -0.10 0.06 -0.207
C 5.706080 5.254968 -2.911163 -0.04 -0.19 -0.07 -0.525
C 5.454971 6.603606 -2.349483 0.15 0.22 0.13 0.276
O 6.299885 7.181227 -1.699215 -0.10 -0.12 -0.06 -0.541
H 3.966062 8.202724 -2.195367 0.05 0.00 0.00 0.445
H 2.229227 7.013359 -3.527282 -0.03 -0.08 -0.05 0.497
H 4.939327 3.636023 -4.041149 -0.02 0.01 -0.03 0.497
H 6.677771 4.820767 -2.710995 0.01 0.05 0.01 0.446
C 5.537991 -9.038404 6.805718 0.12 -0.14 0.04 -0.428
C 6.704634 -9.501548 6.359908 -0.17 -0.01 0.14 -0.372
C 7.374897 -8.893897 5.186955 0.26 -0.12 -0.08 0.272
O 8.436427 -9.315953 4.778700 -0.13 0.06 0.04 -0.534
C 6.698522 -7.751116 4.530742 -0.16 0.14 -0.02 -0.351
C 5.532097 -7.288750 4.977147 0.16 -0.07 -0.14 -0.079
C 4.862967 -7.896245 6.149034 -0.17 0.03 0.10 0.317
O 3.799025 -7.471581 6.556510 0.09 0.01 -0.08 -0.547
H 5.033323 -9.470243 7.660759 -0.03 0.03 -0.01 0.418
H 7.212713 -10.335167 6.828098 0.03 0.01 -0.04 0.419
H 7.202843 -7.318762 3.675552 0.04 -0.04 0.01 0.441
H 5.024410 -6.457517 4.511209 0.11 -0.25 0.14 0.408
C -2.483310 6.636516 -5.164584 -0.13 0.04 -0.03 -0.504
C -3.421849 6.020788 -5.881159 0.04 -0.01 0.08 -0.197
C -3.185631 4.682819 -6.468977 -0.17 -0.03 -0.12 0.356
O -4.040167 4.121600 -7.123905 0.10 0.03 0.09 -0.560
C -1.865832 4.053874 -6.228409 0.18 -0.05 0.08 -0.500
C -0.927576 4.669887 -5.511964 0.00 -0.19 -0.07 -0.195
C -1.164925 6.009205 -4.923874 0.08 0.17 0.06 0.304
O -0.307933 6.570263 -4.267191 -0.07 -0.11 0.01 -0.503
H -2.639783 7.615262 -4.728690 -0.01 0.01 -0.03 0.470
H -4.389627 6.466048 -6.065296 0.07 0.05 0.00 0.282
H -1.710720 3.074970 -6.665134 -0.03 0.01 -0.04 0.463
H 0.042601 4.226707 -5.326942 0.04 0.11 -0.05 0.611
C -2.123497 -5.867271 5.081520 0.23 0.01 -0.03 -0.629
C -1.313518 -4.904845 5.516560 0.02 -0.12 -0.09 -0.258
C -1.843401 -3.719480 6.228715 -0.04 0.13 0.11 0.511
O -1.102793 -2.837780 6.624931 -0.16 -0.17 0.01 -0.582
C -3.304782 -3.646034 6.439750 -0.11 -0.06 0.01 -0.388
C -4.116101 -4.608014 6.005056 0.06 0.11 0.18 -0.229
C -3.587832 -5.793327 5.293049 -0.15 -0.11 0.04 0.316
O -4.325716 -6.672857 4.896881 0.11 0.10 -0.03 -0.568
H -1.754843 -6.740800 4.558414 -0.04 -0.02 0.01 0.463
H -0.241040 -4.942802 5.371460 0.00 0.00 0.03 0.451
H -3.673202 -2.772724 6.962618 0.03 0.01 -0.01 0.434
H -5.186588 -4.568973 6.150666 0.04 -0.03 0.00 0.483
C -7.063825 7.955819 -6.976069 -0.11 -0.06 -0.05 -0.230
C -8.279981 8.269266 -7.418207 0.14 -0.19 0.03 -0.463
C -8.763118 9.669564 -7.409333 -0.26 0.09 -0.10 0.289
O -9.871143 9.955786 -7.809861 0.14 -0.04 0.05 -0.527
C -7.840774 10.706497 -6.891496 0.19 0.08 0.09 -0.370
C -6.624540 10.392121 -6.449480 -0.10 0.14 -0.02 -0.489
C -6.142565 8.993088 -6.458538 0.13 0.01 0.04 0.653
O -5.030183 8.706402 -6.056327 -0.15 0.04 -0.01 -0.504
H -6.694723 6.937522 -6.974758 0.01 0.00 -0.01 0.403
H -8.966070 7.524023 -7.800554 -0.02 0.04 -0.01 0.415
H -8.209920 11.724246 -6.893091 -0.04 -0.02 -0.02 0.401
H -5.937995 11.136994 -6.067132 0.02 -0.04 0.00 0.417
C -8.137811 -2.853591 3.502790 -0.16 0.04 -0.05 -0.414
C -9.085230 -3.463044 2.792688 0.05 0.20 0.12 -0.388
C -8.861889 -4.804541 2.205889 -0.21 -0.16 -0.14 0.329
O -9.723325 -5.359518 1.557307 0.11 0.08 0.07 -0.530
C -7.545692 -5.441562 2.440947 0.21 -0.02 0.07 -0.457
C -6.598503 -4.831597 3.151131 0.00 -0.08 -0.11 0.002
C -6.822271 -3.490791 3.737354 0.07 0.11 0.07 0.490
O -5.958892 -2.931079 4.388985 -0.14 -0.06 -0.17 -0.524
H -8.283106 -1.873043 3.938491 0.04 -0.01 0.02 0.421
H -10.052836 -3.011923 2.612125 0.00 -0.04 -0.02 0.408
H -7.400057 -6.422128 2.005684 -0.04 0.00 0.00 0.437
H -5.631977 -5.283404 3.331415 -0.04 -0.02 0.03 0.233
```
Positions in Å, forces in eV/Å.


Record 2
DFT (the ωB97M-V functional and the def2-TZVPD basis) results for C54H51MgN7OPSSi as an isolated structure at a distorted geometry.

Results
E_LUMO   -0.091 Ha
Gap between HOMO and LUMO   7.44 eV
Total energy   -3775.89182 a.u.
Total charge   +1

XYZ file:
```
117
Properties=species:S:1:pos:R:3:forces:R:3:mulliken_charge:R:1
Mg 0.952192 -0.079459 -1.198702 -0.63 -0.17 -0.53 1.050
C -6.534649 9.899604 4.417554 -1.40 -0.49 -1.41 -0.850
O -6.642345 9.585983 2.999575 1.92 -1.10 0.70 -0.428
C -5.779516 8.562970 2.605559 -0.80 0.79 0.14 0.856
C -5.070256 7.670740 3.420474 -0.82 0.85 -1.49 -1.039
C -4.350066 6.699810 2.698803 0.05 -0.80 2.68 -0.402
C -4.266423 6.567696 1.346914 -1.33 0.72 -0.27 0.078
C -5.032435 7.498326 0.577258 2.30 -1.83 -1.32 -0.641
C -5.696037 8.480658 1.203087 -0.11 0.51 0.79 -0.361
C -3.478817 5.465035 0.824464 0.86 0.71 -1.23 0.318
N -3.634190 4.807311 -0.273359 -2.31 -0.67 -1.92 -0.890
C -2.676767 3.848319 -0.355426 0.48 -0.01 0.24 1.506
C -1.818664 4.004130 0.704097 0.52 0.06 0.38 -0.167
N -2.287426 5.119169 1.364348 0.65 -0.46 3.30 -0.161
C -0.713824 3.145574 1.030619 -0.04 0.25 0.93 0.791
C 0.137348 3.315886 2.151297 -0.68 0.85 0.15 -0.417
C 1.061110 2.382277 2.461048 0.98 -1.37 -1.64 -1.424
C 1.233768 1.350905 1.523939 -0.27 -0.49 -1.11 -0.397
N 0.511361 1.209153 0.367429 1.66 -0.27 2.75 0.394
C -0.494030 2.030720 0.193821 -1.59 2.56 -0.43 -0.302
C -1.333324 1.925545 -1.014447 -0.08 1.25 0.19 -1.744
N -0.907975 0.992268 -1.854263 0.43 -1.39 -0.02 0.446
C -1.606360 0.732388 -2.927629 -0.61 1.30 -1.18 0.005
C -2.700344 1.527315 -3.286758 -1.78 -1.31 -1.83 -0.933
C -3.191186 2.500617 -2.466791 0.51 0.43 0.80 -0.515
C -2.448490 2.796471 -1.311735 0.99 -0.89 0.72 0.725
H -7.181365 10.765213 4.481941 0.13 0.23 0.49 0.254
H -5.508694 10.116060 4.691179 0.08 -0.08 0.22 0.368
H -7.014577 9.055627 4.936225 0.51 0.38 0.38 0.338
H -5.144141 7.722986 4.503045 0.22 -0.30 -0.28 0.409
H -3.955916 5.899394 3.345416 0.24 0.36 -0.37 0.302
H -4.895929 7.423843 -0.522431 -0.45 0.30 0.83 0.395
H -6.076259 9.312244 0.667516 -0.74 0.42 -0.51 0.440
H -2.136216 5.325467 2.372168 0.34 -0.20 -1.28 0.325
H 0.171668 4.162231 2.828937 -0.77 0.37 -0.38 0.454
H 1.825979 2.499270 3.216466 -0.38 -0.05 0.30 0.522
H 2.030571 0.632838 1.688821 -0.13 -0.08 -0.34 0.611
H -1.280059 -0.000115 -3.639634 0.28 -0.43 0.14 0.390
H -3.282769 1.261107 -4.237560 1.04 0.40 1.51 0.317
H -4.113321 3.030859 -2.646266 0.04 0.19 -0.26 0.615
C 5.381898 -4.037378 -0.474918 1.39 2.60 -0.36 -0.940
Si 4.421096 -3.184505 0.926473 0.34 0.06 -0.41 -0.138
C 3.793551 -4.603120 1.991438 -0.07 -0.14 -0.83 -1.082
C 5.543570 -1.978938 1.928978 -1.30 0.40 0.45 -1.111
C 3.110790 -2.104007 0.153289 0.06 -0.26 0.74 -0.478
C 2.220859 -1.298887 -0.119361 0.84 -0.77 -0.26 0.830
H 4.936771 -4.911515 -0.880222 -0.35 -0.92 -0.16 0.325
H 6.445350 -4.209331 -0.166560 -0.90 -0.21 -0.17 0.401
H 5.470796 -3.270418 -1.319572 -0.14 -0.93 0.88 0.111
H 4.643709 -5.267486 2.119325 0.38 0.05 0.35 0.405
H 3.062741 -5.267838 1.501951 -0.09 0.59 0.06 0.261
H 3.428476 -4.280495 2.947620 -0.26 0.00 0.55 0.365
H 5.634699 -2.278368 2.978194 0.12 -0.36 -0.13 0.404
H 4.998574 -1.002350 2.028004 0.54 -0.66 -0.44 0.243
H 6.546444 -1.809745 1.554063 0.08 0.01 -0.25 0.357
C 1.224686 -2.691505 -6.150732 1.60 0.13 -0.86 -0.922
N 1.686878 -3.267715 -4.892634 -0.20 0.30 -0.48 -0.091
C 2.675822 -4.351392 -4.727492 0.43 2.27 0.51 -0.880
C 2.741092 -4.455044 -3.187205 -0.82 -2.31 -1.28 -0.274
N 2.493985 -3.115931 -2.875304 -0.83 2.41 2.26 0.845
C 1.712845 -2.526625 -3.794396 1.08 -0.33 0.47 0.836
S 1.038975 -1.030574 -3.670986 -0.72 1.34 0.41 -0.850
H 0.483376 -1.909483 -5.989846 0.13 -0.31 0.13 0.321
H 0.842013 -3.485694 -6.736376 -0.82 -0.77 -0.58 0.354
H 2.053706 -2.273810 -6.821621 -0.68 -0.26 1.28 0.289
H 3.609992 -4.027825 -5.174810 0.59 0.43 0.26 0.312
H 2.411552 -5.122406 -5.338432 -1.07 -2.77 -0.91 0.496
H 3.699704 -4.774930 -2.829829 0.43 -0.30 0.12 0.302
H 1.929922 -5.166568 -2.827992 0.83 0.75 -0.16 0.031
H 2.501348 -2.702156 -1.903884 0.08 -0.71 -1.03 -0.696
N 2.461279 1.274813 -2.047667 -0.89 0.72 0.15 -0.541
C 3.574812 1.037197 -2.127192 0.43 -0.56 0.60 -0.160
C 4.864348 0.479666 -2.265486 0.96 -0.65 -2.90 0.493
C 5.108612 -0.095726 -3.587287 -0.32 0.07 2.32 -0.376
C 6.300411 -0.784970 -3.732271 -0.14 1.20 0.79 -0.785
C 7.270404 -0.743640 -2.698239 0.12 -1.37 -1.11 -0.250
C 7.072427 -0.148903 -1.474869 -1.02 -0.33 -1.23 -0.759
C 5.822305 0.422079 -1.284114 -0.59 0.59 2.36 0.377
H 4.237581 -0.099431 -4.249392 0.68 -0.03 -0.21 0.452
H 6.524993 -1.301175 -4.634913 0.12 -0.37 -0.52 0.454
H 8.134936 -1.395572 -2.870548 -0.03 0.61 0.15 0.348
H 7.804528 -0.259045 -0.714018 0.33 0.17 0.63 0.458
H 5.510710 0.722708 -0.257505 0.43 0.08 -0.90 0.318
C -5.641208 -1.754282 -0.463031 1.90 -1.35 1.07 -0.898
C -4.838149 -0.651994 -0.600746 -0.43 0.92 0.23 -0.611
C -3.480395 -0.682886 -0.264947 0.27 1.73 -0.36 0.399
C -2.888020 -1.810527 0.247150 0.03 -1.59 0.60 -0.041
C -3.703844 -2.948660 0.554111 0.44 2.79 -2.13 -1.089
C -5.005893 -2.894563 0.105989 -1.47 -1.97 0.88 -0.476
P -1.060657 -1.913447 0.404995 -0.02 0.37 -0.20 1.838
C -0.841901 -1.247563 2.078680 1.76 0.33 0.51 0.126
C 0.367301 -1.483264 2.765869 1.11 -1.27 -0.99 -0.219
C 0.608384 -1.072318 4.048942 -1.95 0.62 1.74 -0.763
C -0.431007 -0.411028 4.757179 -0.16 0.14 -1.71 -0.575
C -1.599703 -0.047761 4.041970 2.14 -0.33 1.26 -0.828
C -1.690781 -0.368238 2.705331 -2.19 0.52 -0.60 -0.113
C -0.719881 -3.703162 0.650626 -0.80 -1.14 -0.91 0.528
C -0.784612 -4.378016 1.864586 0.24 -0.83 -0.48 -0.509
C -0.539628 -5.754468 1.920608 1.15 -0.66 -1.68 -0.907
C -0.221580 -6.490476 0.729355 -0.38 0.72 1.52 -0.560
C -0.355624 -5.861056 -0.511506 -0.41 -0.63 1.26 -0.645
C -0.628102 -4.517700 -0.519703 0.49 1.85 0.34 -0.566
H -6.675619 -1.728374 -0.699066 -0.64 -0.15 -0.22 0.473
H -5.322002 0.287556 -0.884230 0.43 -0.20 -0.17 0.429
H -2.903919 0.283901 -0.380240 -0.63 -1.43 0.03 -0.119
H -3.240355 -3.828733 0.905948 0.09 -0.85 0.51 0.520
H -5.518564 -3.880838 0.330029 -0.09 1.51 -0.64 0.281
H 1.204904 -2.028054 2.283119 -0.87 0.15 0.07 0.121
H 1.442633 -1.383947 4.656087 0.57 0.06 -0.45 0.481
H -0.264475 -0.088425 5.768617 -0.19 -0.14 0.35 0.419
H -2.391025 0.452005 4.561328 -0.29 0.46 -0.03 0.460
H -2.537262 0.095127 2.164619 0.27 -0.74 0.22 0.263
H -1.039763 -3.868075 2.758879 0.00 0.49 0.73 0.624
H -0.448587 -6.279547 2.861587 -0.25 0.13 0.11 0.406
H 0.120892 -7.529390 0.829987 -0.43 0.44 -0.17 0.400
H -0.383946 -6.462278 -1.400346 0.38 0.04 -0.43 0.506
H -0.691765 -3.997923 -1.462442 -0.10 0.06 -0.35 0.356
```
Positions in Å, forces in eV/Å.


| no. | HOMO (Eh) |
| --- | --- |
| 1 | -0.4253 |
| 2 | -0.3640 |